83
Properties=species:S:1:pos:R:3:forces:R:3:mulliken_charge:R:1 method="wB97M-V/def2-TZVPD" lumo_ev=-3.7 homo_lumo_gap_ev=8.6 homo_ev=-12.3 total_charge=+1 e_tot_ev=-125534.5894 molar_mass_g_mol=798.80
K -3.3676 -0.6536 -2.0865 -0.399 -0.425 0.376 0.976
K 0.8650 -0.5700 -2.8796 0.245 -0.319 0.200 1.012
N -1.0634 0.0559 -0.9604 1.846 1.352 3.469 -0.467
S -0.2449 -0.7949 0.2001 1.210 -7.825 -1.906 0.824
O -0.8548 -1.2750 1.3925 -0.563 1.882 0.241 -0.224
O 1.1788 -0.9175 0.0632 0.170 2.480 0.331 -0.653
F -0.4965 -2.1484 -0.7136 -0.888 -0.390 -0.558 -0.175
S -0.9518 1.4480 -0.0864 -2.624 3.773 -1.092 1.019
O 0.3373 2.0631 -0.0051 -0.663 -1.190 0.174 -0.334
O -1.9140 1.5068 0.9806 1.206 -0.492 -0.377 -0.644
F -1.6826 2.3080 -1.2008 -0.124 0.121 -0.539 -0.300
C -1.5953 -3.6887 -5.7766 0.061 -0.008 -0.522 -0.591
O -0.9661 -4.5961 -4.8861 -0.042 -0.394 -0.433 -0.350
C -0.3063 -4.1675 -3.8304 -1.126 -0.299 0.791 0.710
O -0.3863 -3.0408 -3.3700 0.752 0.181 -0.264 -0.502
O 0.2543 -5.2366 -3.3009 0.264 0.295 -0.779 -0.339
C 0.8692 -5.2628 -2.0396 0.268 -0.381 1.892 -0.379
H -2.2721 -4.2761 -6.3929 0.043 -0.140 0.155 0.252
H -0.8284 -3.2926 -6.4429 -0.142 0.384 0.104 0.309
H -2.1827 -2.9195 -5.2786 0.274 0.077 0.161 0.196
H 1.8889 -5.6401 -2.0559 -0.010 0.196 -0.719 0.171
H 0.3310 -6.0003 -1.4371 -0.138 0.054 -0.127 0.342
H 0.8765 -4.3463 -1.4490 -0.184 0.326 -0.563 0.201
C -2.0786 -4.6670 0.0720 0.892 -0.212 -0.189 -0.465
O -2.5334 -3.7697 1.0866 -0.375 -0.270 -0.201 -0.199
C -3.6239 -3.0498 0.8242 0.979 0.304 0.298 0.892
O -4.0930 -2.8879 -0.2754 -0.297 0.323 -0.673 -0.721
O -4.0818 -2.4295 1.8865 -0.496 0.086 0.103 -0.340
C -3.4897 -2.6819 3.1629 0.585 -0.656 0.565 -0.286
H -1.0132 -4.5109 -0.0766 0.105 0.135 0.418 -0.178
H -2.5001 -4.4987 -0.9161 -0.596 -0.013 0.295 0.415
H -2.2245 -5.6735 0.4557 -0.223 -0.083 -0.266 0.381
H -2.4270 -2.4456 3.1463 -0.121 0.415 0.039 -0.056
H -3.5435 -3.7339 3.4510 -0.263 -0.049 -0.313 0.280
H -4.0378 -2.1252 3.9148 0.011 0.336 -0.278 0.280
C 0.9842 -4.3935 2.5523 1.448 0.800 0.103 -0.345
O 1.6385 -4.3667 1.2664 -0.997 -0.774 -1.201 -0.137
C 2.7797 -5.0415 1.1476 0.122 0.717 1.657 0.539
O 3.3909 -5.4736 2.0862 0.141 -0.583 0.086 -0.570
O 3.1733 -5.0571 -0.1055 -0.254 -0.054 -0.987 -0.186
C 4.3107 -5.8802 -0.3823 0.427 0.052 -0.031 -0.803
H 1.0027 -5.3511 3.0693 -0.001 -0.209 -0.453 0.419
H -0.0206 -4.0180 2.3876 0.058 0.081 0.050 -0.116
H 1.6331 -3.7129 3.1105 -0.730 0.036 0.592 0.232
H 5.2311 -5.3152 -0.2363 -0.063 -0.004 0.198 0.292
H 4.2615 -6.1543 -1.4343 -0.196 -0.063 0.068 0.253
H 4.3001 -6.7509 0.2681 0.083 -0.029 -0.105 0.363
C -0.6046 2.9068 3.5286 0.497 -0.225 -0.829 -0.069
O -0.5789 1.7258 4.3191 -0.674 -0.290 0.021 -0.408
C -0.0069 0.5989 3.8766 1.252 1.574 0.575 0.866
O 0.7472 0.5060 2.9438 -0.245 -0.191 -0.431 -0.509
O -0.2464 -0.3007 4.8031 -0.600 -0.321 0.895 -0.329
C 0.5638 -1.4403 4.9092 0.405 -1.499 -0.901 -0.347
H -0.4451 2.6752 2.4761 -0.159 -0.093 0.110 -0.395
H 0.2137 3.5702 3.8076 -0.186 0.073 0.383 0.383
H -1.5843 3.3567 3.6536 0.090 0.121 0.136 0.306
H 1.6415 -1.2716 4.8888 -0.105 0.585 0.062 0.326
H 0.3628 -2.1235 4.0770 -0.049 0.153 0.001 -0.151
H 0.3172 -1.9857 5.8168 -0.205 0.412 0.148 0.345
C 2.5292 3.1844 1.3227 0.262 0.218 1.654 -0.651
O 2.3230 3.8755 0.1074 -0.364 -0.362 -0.325 -0.127
C 2.7355 5.1340 -0.0296 0.620 -0.013 -0.563 0.748
O 3.3335 5.8182 0.7497 -0.192 -0.065 0.408 -0.571
O 2.4298 5.4806 -1.2895 -0.448 -0.392 0.293 -0.330
C 2.7488 6.7918 -1.7428 -0.462 0.307 0.418 -0.707
H 1.6536 3.1793 1.9741 -0.219 0.399 -0.381 0.072
H 3.3187 3.6610 1.9046 0.181 -0.098 -0.208 0.479
H 2.7246 2.1226 1.1953 0.275 0.154 -0.701 0.242
H 1.8887 7.0836 -2.3471 0.449 -0.105 -0.552 0.200
H 3.7088 6.7273 -2.2503 -0.180 0.386 -0.232 0.282
H 2.7639 7.5311 -0.9406 0.375 -0.315 0.216 0.359
C -1.0327 5.4058 -0.8677 -0.403 -1.437 -0.649 -0.352
O -1.6900 6.6534 -1.0237 0.507 0.649 0.648 -0.339
C -1.5795 7.1817 -2.2457 0.299 0.134 0.189 0.757
O -1.3386 6.5540 -3.2391 0.078 -0.169 -0.561 -0.557
O -1.7304 8.4951 -2.1660 -0.315 0.773 0.453 -0.351
C -1.7441 9.2105 -3.4266 -0.352 -1.405 0.026 -0.593
H -1.1634 5.0105 0.1367 -0.279 0.499 0.144 0.253
H 0.0328 5.3739 -1.0949 0.006 0.656 -0.073 0.091
H -1.5048 4.7104 -1.5632 0.092 -0.136 0.110 0.298
H -1.9381 10.2670 -3.2877 0.262 -0.041 0.529 0.225
H -2.5805 8.7775 -3.9750 0.215 0.176 -0.458 0.296
H -0.7957 8.9862 -3.9070 -0.098 0.344 -0.344 0.258

***

68
Properties=species:S:1:pos:R:3:forces:R:3:nbo_charge:R:1 method="wB97M-V/def2-TZVPD" lumo_ev="-4.5 / -5.4" multiplicity=2 homo_lumo_gap_ev="10.1 / 9.2" s2=0.751 homo_ev="-14.6 / -14.6" total_charge=+2 e_tot_ev=-84969.5887 molar_mass_g_mol=651.51
Yb 0.3234 -0.8761 0.1156 0.447 1.941 1.131 1.984
C -1.4460 1.5737 1.8937 0.087 -0.034 0.019 -0.247
O -0.3409 0.6612 1.9245 0.066 -0.046 -0.084 -0.580
C 0.5972 0.9696 2.9550 -0.231 0.159 0.004 -0.084
C 1.7246 -0.0130 2.8522 0.209 -0.017 -0.048 -0.090
O 2.1178 -0.0123 1.4644 -0.162 -0.143 -0.052 -0.602
C 3.4314 -0.5331 1.1800 -0.068 0.077 0.203 -0.085
C 3.6485 -0.3077 -0.2897 0.029 -0.055 -0.285 -0.084
O 2.4458 -0.6668 -0.9741 -0.146 0.007 0.004 -0.593
C 2.6012 -0.6407 -2.4092 0.078 0.038 0.164 -0.248
H -1.9584 1.5618 2.8561 -0.017 0.039 0.010 0.199
H -2.1190 1.2482 1.1058 -0.003 -0.019 -0.012 0.207
H -1.0873 2.5793 1.6680 -0.032 0.027 0.022 0.201
H 0.1219 0.8991 3.9357 -0.013 0.009 0.032 0.217
H 0.9580 1.9923 2.8117 0.034 0.023 0.007 0.198
H 1.4272 -1.0251 3.1351 -0.037 -0.029 0.049 0.208
H 2.5568 0.3061 3.4792 0.045 -0.022 0.008 0.227
H 3.4677 -1.5869 1.4542 0.015 -0.050 -0.030 0.211
H 4.1713 0.0180 1.7605 0.039 -0.018 0.030 0.220
H 4.4722 -0.9298 -0.6450 0.051 0.015 0.006 0.224
H 3.8821 0.7379 -0.5085 -0.008 0.040 0.032 0.194
H 3.3718 -1.3554 -2.6944 0.003 -0.004 -0.062 0.209
H 2.8847 0.3660 -2.7197 0.008 -0.001 -0.043 0.191
H 1.6501 -0.9232 -2.8457 -0.037 -0.020 0.004 0.228
F 1.5567 -2.8486 0.5919 0.065 -0.301 -0.257 -0.359
C 1.2193 -3.8153 -0.4034 0.125 -0.064 -0.036 0.899
F 1.1507 -4.9590 0.2143 -0.047 -0.103 0.108 -0.264
F 2.2284 -3.8120 -1.2539 0.107 0.025 -0.007 -0.282
C -0.1105 -3.3585 -1.0661 0.058 0.395 -0.565 0.705
O -1.0294 -4.1218 -1.1198 -0.137 -0.005 -0.047 -0.539
O -0.0349 -2.1108 -1.4794 -0.322 -1.735 -0.238 -0.835
C -3.4683 -2.3918 0.5437 -0.229 0.078 -0.214 -1.031
P -2.2397 -2.7790 1.7615 0.544 0.352 -0.022 1.976
C -2.8114 -2.1743 3.3310 -0.103 0.122 0.258 -1.014
C -2.1046 -4.5351 1.9033 0.109 -0.278 0.120 -1.030
O -0.8979 -2.0909 1.4162 -0.646 -0.323 -0.118 -1.181
H -4.4355 -2.8018 0.8398 0.024 -0.018 -0.031 0.279
H -3.1784 -2.8151 -0.4198 0.009 0.015 0.010 0.290
H -3.5649 -1.3072 0.4658 -0.028 -0.002 -0.037 0.249
H -3.8033 -2.5716 3.5535 0.031 0.011 0.006 0.274
H -2.8619 -1.0850 3.3116 -0.011 -0.017 0.012 0.254
H -2.1243 -2.4892 4.1174 -0.005 0.025 -0.004 0.268
H -3.0406 -4.9185 2.3156 0.028 -0.048 -0.048 0.274
H -1.2970 -4.7694 2.5994 -0.017 -0.053 -0.026 0.270
H -1.9064 -4.9969 0.9379 0.010 0.009 -0.011 0.296
C 1.0042 4.7054 -1.2907 -0.020 0.102 0.035 -0.423
C 1.8716 3.6086 -0.7206 -0.018 -0.118 0.036 -0.212
N 1.0453 2.4173 -0.5189 -0.022 -0.059 -0.032 -0.599
C 0.0197 2.0406 -1.3360 -0.164 0.048 -0.112 0.672
N -0.5167 0.8347 -1.1563 0.284 0.056 0.028 -0.801
C -1.5891 0.4287 -2.0858 0.045 -0.001 0.051 -0.213
C -2.4454 1.6064 -2.4852 -0.177 0.026 -0.013 -0.428
C -1.5537 2.6426 -3.1212 0.158 0.111 0.061 -0.203
N -0.4096 2.9307 -2.2449 -0.007 0.012 -0.066 -0.405
C 0.3148 4.1804 -2.5284 -0.133 -0.154 -0.049 -0.207
H 1.6068 5.5764 -1.5437 0.013 -0.015 -0.001 0.251
H 0.2626 5.0166 -0.5520 -0.002 -0.008 -0.009 0.220
H 2.2929 3.8936 0.2419 -0.012 0.015 0.028 0.220
H 2.7037 3.3927 -1.3974 0.011 -0.004 -0.031 0.192
H 1.4287 1.6933 0.0640 0.050 0.018 0.057 0.397
H -2.1956 -0.3425 -1.6074 0.003 -0.013 0.048 0.205
H -1.1589 -0.0398 -2.9751 0.019 -0.015 -0.015 0.207
H -2.9462 2.0307 -1.6103 0.025 -0.013 -0.002 0.209
H -3.2179 1.3012 -3.1906 0.014 -0.007 0.002 0.248
H -2.0816 3.5828 -3.2732 -0.047 0.000 -0.004 0.224
H -1.1963 2.3062 -4.0982 0.022 -0.018 -0.001 0.207
H -0.4194 4.8926 -2.8997 -0.001 0.044 0.028 0.229
H 1.0321 4.0093 -3.3361 0.035 -0.008 0.003 0.205